No. 1
Computed, not measured: a 2-piece molecular cluster, C4H3N overall in a non-equilibrium geometry, with wB97M-V/def2-TZVPD.

The geometry in XYZ format:
```
8
C4H3N, DFT wB97M-V/def2-TZVPD
C -2.4394 -0.3681 0.1895
C 1.6282 0.5482 0.4717
C 1.2576 -0.0564 -0.6444
C 1.6113 -0.8649 0.4941
N -1.6230 -0.4018 -0.5802
H 1.8049 1.4973 0.7826
H 0.8955 0.0952 -1.6817
H -3.1352 -0.4494 0.9684
```

Kohn-Sham gap = 0.3577 hartree
energy relative to the best compared isomer or geometry (same formula, charge and spin) = 316.9 kJ/mol
HOMO level = -0.3229 hartree
structure (SMILES) = C1=CC=1.C#N

---

No. 2
Computed, not measured: C23H43CrN2OP3S as an isolated structure in a non-equilibrium geometry, with wB97M-V/def2-TZVPD.

The geometry in XYZ format:
```
74
C23H43CrN2OP3S, DFT wB97M-V/def2-TZVPD
Cr -0.2675 -0.1730 -0.7066
P 1.8103 0.8153 0.6671
P -1.9691 1.5316 -0.1062
P 0.4460 1.2188 -2.4718
H -0.1892 -3.2295 -1.0111
C 0.8788 -3.0859 -1.3176
C 1.7455 -2.5728 -0.3916
H 1.5219 -2.4984 0.7244
C 2.3246 0.0241 2.2511
C 1.6694 2.5357 1.3335
C 3.4239 0.8020 -0.1973
C -3.4817 0.8644 -0.8696
C -2.5745 1.9136 1.5760
C -1.9530 3.2381 -0.7599
C 1.8542 0.3920 -3.2813
C 1.1375 2.9209 -2.2573
C -0.8498 1.5431 -3.7646
H 1.0860 -3.3572 -2.3727
H 2.7751 -2.2008 -0.6257
H 2.1342 -1.0517 2.2255
H 1.7906 0.4745 3.0974
H 3.3988 0.1996 2.3781
H 1.0248 2.5664 2.2288
H 1.3008 3.2580 0.5861
H 2.6883 2.8123 1.6493
H 3.5205 -0.1409 -0.7534
H 4.1835 0.8334 0.5952
H 3.5465 1.6620 -0.8694
H -4.2857 1.6091 -0.7957
H -3.7731 -0.0406 -0.3268
H -3.3056 0.6036 -1.9185
H -3.2909 2.7463 1.5161
H -1.7613 2.2216 2.2405
H -3.0530 1.0312 2.0128
H -2.8379 3.7543 -0.3561
H -2.0010 3.2540 -1.8537
H -1.0592 3.7758 -0.4219
H 1.9540 0.7289 -4.3169
H 1.6982 -0.6876 -3.2838
H 2.7906 0.5775 -2.7491
H 1.4200 3.3435 -3.2337
H 2.0255 2.9353 -1.6158
H 0.3986 3.5922 -1.8127
H -0.4526 1.2604 -4.7558
H -1.1875 2.5997 -3.7834
H -1.7289 0.9088 -3.5597
C -0.8670 -2.9189 -5.4302
C -1.9768 -2.8255 -6.2999
C -2.0031 -3.5881 -7.4766
C -1.0490 -4.5893 -7.6885
C 0.0039 -4.7800 -6.7760
C 0.0762 -3.9640 -5.6335
S -0.6417 -1.8767 -4.0323
H -1.8676 -1.5701 -3.3902
H -2.8056 -2.1644 -6.0438
H -2.7793 -3.4410 -8.2255
H -1.1320 -5.2922 -8.5095
H 0.7658 -5.5579 -6.9273
H 0.8317 -4.1342 -4.8494
N -0.9812 0.2446 6.0196
C -0.5712 0.5671 4.7535
O 0.0972 1.5786 4.4933
C -0.9151 -0.4387 3.6998
C -1.3187 -1.7572 3.9572
C -1.4197 -2.6315 2.8771
C -1.0913 -2.1855 1.5951
N -0.6776 -0.9312 1.3127
C -0.5986 -0.0895 2.3767
H -0.8997 0.9659 6.7160
H -1.6749 -0.4762 6.1600
H -1.5022 -2.1321 4.9565
H -1.7199 -3.6695 3.0088
H -1.1637 -2.8496 0.7422
H -0.2234 0.9330 2.2061
```

multiplicity = 4
Kohn-Sham gap (spin up / spin down) = 0.1257 / 0.2043 hartree
HOMO level (spin up / spin down) = -0.5610 / -0.5621 hartree
total charge = +3

---

No. 3
Computed, not measured: C6H7NS as an isolated structure in a non-equilibrium geometry, with wB97M-V/def2-TZVPD.

The geometry in XYZ format:
```
15
C6H7NS, DFT wB97M-V/def2-TZVPD
C -0.5181 1.5802 0.1555
C -0.1010 0.1703 -0.1273
C 1.1881 0.0738 -1.1741
C 0.5631 -0.3956 1.1980
C -1.1713 -0.8473 -0.2805
C -1.8212 -1.9766 -0.3044
H 0.1725 2.0207 1.7946
H -0.2210 2.6189 -0.9270
H -2.0514 1.2299 0.1748
H 0.8163 -0.4663 -1.9696
H 1.6216 1.0365 -1.5150
H -0.1813 -0.4603 1.9837
H -2.5380 -3.0065 0.0778
N 1.7659 -0.7575 1.1750
S 2.4760 -0.8203 -0.2615
```

Kohn-Sham gap = 0.2964 hartree
energy relative to the best compared isomer or geometry (same formula, charge and spin) = 1091.2 kJ/mol
HOMO level = -0.3128 hartree

---

No. 4
Computed, not measured: one molecule with the formula CH3Cl2NO in a non-equilibrium geometry, with wB97M-V/def2-TZVPD.

The geometry in XYZ format:
```
8
CH3Cl2NO, DFT wB97M-V/def2-TZVPD
C 0.2103 0.1800 -0.0611
N -0.9023 -0.0517 0.7785
O -0.1909 -0.0518 -1.3941
Cl 0.9684 1.6256 0.4508
Cl 1.7318 -1.0953 0.1541
H -0.6311 -0.1279 1.6786
H -1.2917 -1.0024 0.4364
H 0.1055 0.5235 -2.0433
```

Kohn-Sham gap = 0.4063 hartree
energy relative to the best compared isomer or geometry (same formula, charge and spin) = 104.7 kJ/mol
HOMO level = -0.3837 hartree
structure (SMILES) = NC(O)(Cl)Cl

---

No. 5
Computed, not measured: a 2-piece molecular cluster, C5H5O5S overall in a non-equilibrium geometry, with wB97M-V/def2-TZVPD.

The geometry in XYZ format:
```
16
C5H5O5S, DFT wB97M-V/def2-TZVPD
C -2.7349 -0.2616 -0.6355
C -1.5725 0.5482 -0.5348
C -2.5673 -1.2634 0.2695
C -0.7865 -0.0140 0.4320
C 1.5144 0.6966 1.0789
O 1.7208 -1.4442 -0.7759
O 2.5437 0.8366 -1.2835
O 3.6968 -0.6172 0.3700
O -1.3887 -1.1143 0.9197
O 1.6297 1.9118 0.8731
S 2.3804 -0.3196 -0.1679
H -3.5698 -0.1213 -1.2974
H -1.3582 1.4359 -1.0986
H -3.1807 -2.1002 0.5460
H 1.4323 0.2255 2.0515
H 2.2404 1.6012 -0.7471
```

Kohn-Sham gap = 0.2936 hartree
HOMO level = -0.1561 hartree
total charge = -1

---

No. 6
Computed, not measured: one molecule with the formula C10H11N3O2 in a non-equilibrium geometry, with wB97M-V/def2-TZVPD.

The geometry in XYZ format:
```
26
C10H11N3O2, DFT wB97M-V/def2-TZVPD
C 0.9303 -2.8012 -0.0880
C 0.3328 -2.2720 -1.2828
C 0.7677 -2.1294 1.0667
C -0.2348 -1.0536 -1.2975
C 0.0629 -0.8118 1.1350
C -0.2022 -0.2030 -0.1142
C -0.8966 1.0674 2.3692
C -1.7008 1.4397 1.1101
C -0.3782 -0.2887 2.3146
C -1.0922 0.9749 -0.2117
N 1.7174 0.9941 -2.1327
N 0.3321 1.2012 -0.4115
N 0.8199 1.7025 -1.6597
O 0.3138 2.7716 -1.9909
O 2.3224 1.5689 -3.2284
H 1.4332 -3.7589 -0.0975
H 0.3112 -2.8620 -2.2106
H 0.9320 -2.5171 2.1280
H -0.8778 -0.6854 -2.1858
H 0.0091 1.7458 2.5004
H -1.4625 1.1869 3.4902
H -2.6480 0.9479 1.0234
H -1.7463 2.4945 1.0629
H -0.0903 -0.7864 3.1517
H -1.8453 1.1568 -0.9271
H 2.8902 0.9174 -3.5140
```

Kohn-Sham gap = 0.2929 hartree
energy relative to the best compared isomer or geometry (same formula, charge and spin) = 792.6 kJ/mol
HOMO level = -0.2948 hartree
structure (SMILES) = [O-]/[N+](=N\O)N1[C@@H]2CCC=C3C=CC=C[C@]321